Entry 1:
C46H37F5N3O4PbS2Te | the ωB97M-V functional and the def2-TZVPD basis

Summary:
Energy above the lowest of the compared OMol25 structures with the same formula, charge and spin in eV: 0.114
Max |F| in eV Å⁻¹: 0.9
Total charge: +1
Lowest unoccupied orbital energy in Ha: -0.1008

Geometry as XYZ:
```
99
C46H37F5N3O4PbS2Te | the OMol25 dataset | the ωB97M-V functional and the def2-TZVPD basis
Pb 1.728 1.772 -0.107
F 6.088 -3.104 3.614
C 4.863 -2.663 3.386
C 4.474 -2.318 2.105
F 5.325 -2.445 1.090
C 3.208 -1.816 1.876
F 2.900 -1.476 0.617
C 2.297 -1.640 2.906
S 0.762 -0.783 2.803
C 2.699 -2.031 4.181
F 1.849 -1.905 5.198
C 3.958 -2.542 4.427
F 4.299 -2.919 5.651
C 3.994 5.692 1.015
C 2.890 4.670 1.113
O 3.127 3.554 0.609
C 1.664 5.001 1.793
C 1.495 6.298 2.336
C 0.444 6.614 3.148
C -0.479 5.609 3.484
C -0.378 4.358 2.937
C 0.649 4.025 2.023
O 0.601 2.845 1.467
H 4.857 5.231 0.542
H 4.278 6.071 1.996
H 3.664 6.530 0.399
H 2.222 7.063 2.096
H 0.333 7.613 3.547
H -1.286 5.830 4.172
H -1.088 3.579 3.181
C -5.423 -2.072 1.246
C -3.929 -1.891 1.204
C -3.086 -2.733 1.911
C -1.708 -2.562 1.917
C -0.928 -3.567 2.731
O -1.324 -3.863 3.834
C 0.245 -4.259 2.119
C 0.446 -4.315 0.743
C 1.542 -4.994 0.230
C 2.430 -5.631 1.085
C 2.211 -5.612 2.459
C 1.123 -4.927 2.972
C -1.154 -1.486 1.224
O 0.208 -1.219 1.283
C -1.982 -0.616 0.495
C -3.354 -0.851 0.493
C -1.450 0.584 -0.225
N -0.492 0.553 -1.079
C -0.041 -0.700 -1.671
C 0.105 -0.531 -3.183
Te -1.740 0.003 -4.165
C -2.586 -1.874 -3.655
C -3.671 -1.951 -2.791
C -4.133 -3.190 -2.364
C -3.516 -4.353 -2.800
C -2.459 -4.279 -3.698
C -1.997 -3.043 -4.129
C -2.115 1.887 0.026
C -1.888 2.947 -0.857
C -2.526 4.161 -0.686
C -3.435 4.327 0.353
C -3.667 3.286 1.237
C -3.001 2.079 1.087
H -5.689 -3.092 1.518
H -5.880 -1.833 0.286
H -5.859 -1.408 1.996
H -3.496 -3.556 2.484
H -0.261 -3.845 0.069
H 1.695 -5.032 -0.842
H 3.286 -6.156 0.679
H 2.881 -6.142 3.123
H 0.933 -4.893 4.038
H -3.988 -0.177 -0.072
H -0.732 -1.522 -1.456
H 0.937 -0.972 -1.259
H 0.456 -1.460 -3.630
H 0.820 0.266 -3.401
H -4.160 -1.043 -2.459
H -4.976 -3.248 -1.686
H -3.862 -5.316 -2.448
H -1.997 -5.185 -4.071
H -1.179 -2.990 -4.838
H -1.204 2.799 -1.683
H -2.329 4.979 -1.367
H -3.956 5.269 0.473
H -4.362 3.417 2.056
H -3.159 1.292 1.812
S 2.741 3.156 -2.281
C 2.465 2.418 -3.788
N 3.309 1.603 -4.414
C 2.875 1.264 -5.773
C 1.561 2.062 -5.909
N 1.396 2.621 -4.563
H 4.201 1.347 -4.030
H 2.713 0.191 -5.867
H 3.622 1.568 -6.503
H 0.716 1.428 -6.170
H 1.639 2.860 -6.646
H 0.705 3.313 -4.331
```



Entry 2:
C46H37N10O3SSc | the ωB97M-V functional and the def2-TZVPD basis

Summary:
2S+1: 2
Max |F| in eV Å⁻¹: 0.6
Total charge: -1
Lowest unoccupied orbital energy (spin up / spin down) in Ha: 0.0619 / 0.0583

Geometry as XYZ:
```
98
C46H37N10O3SSc | the OMol25 dataset | the ωB97M-V functional and the def2-TZVPD basis
Sc 0.153 0.183 -0.120
C 4.748 0.712 0.450
C 3.968 0.522 1.733
C 4.877 0.345 2.920
C 4.495 0.177 4.187
C 3.136 0.103 4.723
C 1.960 0.215 4.085
C 0.691 -0.111 4.817
C 1.824 0.510 2.598
N 0.484 0.700 2.109
C -0.076 1.851 2.508
O 0.261 2.610 3.420
C -1.305 2.211 1.698
C -2.170 3.237 2.042
C -3.305 3.419 1.266
C -3.579 2.551 0.214
C -2.663 1.554 -0.064
N -1.531 1.448 0.633
C -2.944 0.415 -1.035
O -4.038 0.410 -1.609
N -1.967 -0.489 -1.047
C -2.289 -1.773 -1.564
C -2.929 -2.679 -0.701
C -3.454 -2.214 0.627
C -3.093 -3.999 -1.098
C -2.651 -4.430 -2.341
C -2.077 -3.517 -3.208
C -1.904 -2.184 -2.843
C -1.384 -1.193 -3.840
H 5.393 -0.152 0.271
H 5.387 1.596 0.538
H 4.076 0.838 -0.396
H 5.942 0.341 2.705
H 5.283 0.049 4.922
H 3.080 -0.150 5.777
H 0.910 -0.480 5.818
H 0.132 -0.882 4.280
H 0.049 0.767 4.884
H -1.929 3.843 2.904
H -3.999 4.216 1.503
H -4.484 2.592 -0.376
H -2.729 -1.591 1.153
H -3.714 -3.063 1.262
H -4.347 -1.600 0.489
H -3.564 -4.698 -0.415
H -2.763 -5.467 -2.631
H -1.757 -3.832 -4.195
H -0.779 -1.680 -4.607
H -0.786 -0.435 -3.350
H -2.215 -0.682 -4.333
C -0.214 -3.877 1.904
C -0.361 -2.556 1.561
N 0.221 -2.049 0.467
C 0.981 -2.866 -0.277
C 1.105 -4.217 0.097
N 0.523 -4.722 1.159
C 1.636 -2.257 -1.419
C 2.588 -2.890 -2.191
C 3.223 -2.209 -3.232
C 2.803 -0.876 -3.478
C 1.832 -0.308 -2.702
N 1.260 -0.959 -1.649
C 1.255 1.022 -2.978
C 1.694 1.862 -4.008
N 1.121 3.018 -4.284
C 0.074 3.361 -3.528
C -0.366 2.559 -2.495
N 0.226 1.400 -2.212
C 4.274 -2.838 -4.031
C 5.266 -2.090 -4.671
C 6.243 -2.732 -5.410
N 6.322 -4.053 -5.569
C 5.374 -4.767 -4.960
C 4.354 -4.225 -4.202
H -0.694 -4.272 2.789
H -0.938 -1.872 2.169
H 1.700 -4.892 -0.505
H 2.883 -3.902 -1.954
H 3.222 -0.333 -4.312
H 2.541 1.580 -4.620
H -0.420 4.299 -3.746
H -1.202 2.858 -1.874
H 5.299 -1.013 -4.570
H 7.015 -2.146 -5.898
H 5.426 -5.843 -5.092
H 3.608 -4.879 -3.771
O 1.807 1.313 -0.142
N 2.302 2.171 0.810
C 2.272 3.476 0.474
C 2.729 4.462 1.278
C 3.231 4.031 2.552
C 3.266 2.740 2.906
C 2.849 1.597 2.022
S 2.737 -0.843 1.703
H 1.847 3.644 -0.508
H 2.685 5.495 0.973
H 3.565 4.769 3.273
H 3.598 2.475 3.896
```



Entry 3:
C46H39ClGeN3OSTi | the ωB97M-V functional and the def2-TZVPD basis

Summary:
Energy above the lowest of the compared OMol25 structures with the same formula, charge and spin in eV: 2.115
2S+1: 2
Max |F| in eV Å⁻¹: 2.6
Total charge: -2
Lowest unoccupied orbital energy (spin up / spin down) in Ha: 0.1486 / 0.1482

Geometry as XYZ:
```
93
C46H39ClGeN3OSTi | the OMol25 dataset | the ωB97M-V functional and the def2-TZVPD basis
Ti -0.827 -0.518 -0.505
C 2.180 1.325 -3.208
C 1.082 1.157 -2.338
N 0.896 0.083 -1.628
C 1.879 -0.868 -1.618
C 2.990 -0.793 -2.470
C 3.111 0.341 -3.300
C 3.941 -1.851 -2.457
C 3.741 -2.907 -1.614
C 2.653 -2.973 -0.718
C 1.713 -1.946 -0.664
N 0.634 -1.833 0.133
C 0.371 -2.587 1.283
C 1.298 -3.303 2.046
C 0.886 -3.977 3.200
C -0.430 -3.941 3.610
C -1.389 -3.180 2.906
C -2.755 -3.069 3.303
C -3.604 -2.292 2.500
C -3.113 -1.619 1.408
N -1.805 -1.650 1.037
C -0.964 -2.475 1.759
H 2.242 2.235 -3.793
H 0.307 1.911 -2.263
H 3.955 0.423 -3.974
H 4.795 -1.805 -3.122
H 4.445 -3.733 -1.619
H 2.538 -3.844 -0.096
H 2.341 -3.314 1.771
H 1.622 -4.530 3.774
H -0.750 -4.475 4.499
H -3.112 -3.607 4.172
H -4.665 -2.213 2.712
H -3.766 -1.041 0.762
Cl 1.859 7.198 3.348
C 1.621 5.542 2.791
C 1.411 4.519 3.710
C 1.227 3.225 3.273
C 1.240 2.857 1.888
C 0.939 1.557 1.459
C 1.442 3.955 0.997
C 1.633 5.250 1.435
H 1.401 4.736 4.772
H 1.085 2.442 4.012
H 1.029 0.762 2.196
H 1.281 1.289 0.465
H 1.461 3.759 -0.071
H 1.791 6.047 0.717
C -1.511 -1.276 -2.031
Ge -2.680 -0.356 -3.207
C -4.547 -0.622 -2.556
C -5.054 0.061 -1.451
C -6.319 -0.199 -0.939
C -7.120 -1.169 -1.525
C -6.637 -1.868 -2.623
C -5.372 -1.592 -3.130
C -2.775 -1.136 -5.038
C -3.201 -0.429 -6.162
C -3.267 -1.030 -7.414
C -2.902 -2.363 -7.562
C -2.467 -3.079 -6.454
C -2.397 -2.467 -5.209
C -2.532 1.582 -3.595
C -1.411 2.038 -4.294
C -1.244 3.372 -4.635
C -2.215 4.304 -4.284
C -3.350 3.875 -3.614
C -3.506 2.531 -3.285
H -4.429 0.793 -0.947
H -6.669 0.346 -0.068
H -8.103 -1.385 -1.123
H -7.244 -2.638 -3.087
H -5.025 -2.158 -3.987
H -3.493 0.613 -6.066
H -3.601 -0.460 -8.274
H -2.950 -2.837 -8.536
H -2.171 -4.117 -6.559
H -2.029 -3.006 -4.340
H -0.647 1.328 -4.596
H -0.356 3.682 -5.175
H -2.088 5.349 -4.540
H -4.126 4.585 -3.346
H -4.411 2.221 -2.774
C -3.313 3.117 0.570
S -1.700 2.394 0.877
C -2.097 1.670 2.458
O -1.839 1.242 -0.159
H -4.100 2.391 0.767
H -3.322 3.401 -0.482
H -3.443 4.009 1.188
H -2.377 2.481 3.133
H -1.207 1.158 2.809
H -2.921 0.966 2.322
```